1.
C43H50BrN4O8SiW | ωB97M-V/def2-TZVPD

CARTESIAN COORDINATES (ANGSTROEM)
1 W -0.104 -0.115 -0.088
2 C -7.920 2.347 -1.343
3 C -7.099 1.246 -2.016
4 C -7.924 -0.048 -1.991
5 C -6.847 1.656 -3.474
6 C -5.761 1.019 -1.322
7 C -4.912 0.018 -1.776
8 C -3.675 -0.174 -1.195
9 Br -2.648 -1.644 -1.800
10 C -3.193 0.631 -0.151
11 O -1.965 0.527 0.349
12 C -4.094 1.572 0.394
13 C -5.328 1.753 -0.231
14 C -3.879 2.366 1.695
15 C -3.966 3.872 1.406
16 C -5.001 1.962 2.669
17 C -2.561 2.126 2.440
18 H -8.866 2.472 -1.874
19 H -7.399 3.306 -1.362
20 H -8.149 2.103 -0.304
21 H -8.896 0.115 -2.460
22 H -8.087 -0.385 -0.967
23 H -7.424 -0.852 -2.532
24 H -7.794 1.808 -3.996
25 H -6.284 0.892 -4.009
26 H -6.274 2.583 -3.522
27 H -5.205 -0.629 -2.592
28 H -5.989 2.500 0.182
29 H -4.928 4.164 0.987
30 H -3.188 4.172 0.702
31 H -3.821 4.435 2.331
32 H -5.991 2.191 2.277
33 H -4.881 2.495 3.614
34 H -4.953 0.891 2.870
35 H -1.700 2.445 1.861
36 H -2.425 1.076 2.697
37 H -2.589 2.713 3.362
38 O 2.165 0.448 3.331
39 C 1.525 0.594 2.314
40 O 0.960 -0.351 1.603
41 C 1.253 1.924 1.680
42 C 1.825 3.110 2.104
43 C 1.501 4.272 1.426
44 C 0.601 4.194 0.365
45 C 0.067 2.973 -0.007
46 N 0.408 1.834 0.631
47 H 2.500 3.083 2.946
48 H 1.933 5.219 1.715
49 H 0.307 5.073 -0.191
50 H -0.653 2.884 -0.808
51 O 5.282 1.830 -4.269
52 C 5.435 1.095 -3.281
53 O 6.452 0.563 -2.807
54 C 4.120 0.756 -2.523
55 C 4.140 0.078 -1.306
56 C 2.967 -0.199 -0.633
57 N 1.771 0.169 -1.125
58 C 1.744 0.839 -2.302
59 C 2.881 1.136 -3.031
60 C 0.357 1.198 -2.717
61 O 0.073 1.793 -3.722
62 O -0.526 0.790 -1.808
63 H 5.095 -0.237 -0.906
64 H 2.966 -0.732 0.308
65 H 2.830 1.676 -3.965
66 C 2.816 -3.687 0.765
67 C 2.191 -4.201 -0.536
68 C 3.021 -3.685 -1.720
69 C 2.240 -5.732 -0.560
70 Si 0.405 -3.592 -0.748
71 O 0.291 -2.037 -0.321
72 C -0.813 -4.614 0.301
73 C -2.062 -4.992 -0.198
74 C -2.998 -5.649 0.589
75 C -2.708 -5.951 1.911
76 C -1.473 -5.596 2.433
77 C -0.544 -4.946 1.634
78 C -0.083 -3.772 -2.550
79 C -0.487 -4.982 -3.115
80 C -0.760 -5.088 -4.471
81 C -0.634 -3.975 -5.292
82 C -0.233 -2.762 -4.751
83 C 0.036 -2.669 -3.395
84 H 3.894 -3.875 0.759
85 H 2.413 -4.188 1.647
86 H 2.662 -2.616 0.901
87 H 4.058 -4.019 -1.614
88 H 3.034 -2.597 -1.778
89 H 2.645 -4.062 -2.673
90 H 3.279 -6.069 -0.484
91 H 1.841 -6.131 -1.496
92 H 1.682 -6.181 0.264
93 H -2.320 -4.771 -1.225
94 H -3.957 -5.921 0.166
95 H -3.435 -6.463 2.527
96 H -1.229 -5.829 3.462
97 H 0.407 -4.675 2.076
98 H -0.595 -5.863 -2.490
99 H -1.074 -6.037 -4.886
100 H -0.850 -4.054 -6.350
101 H -0.132 -1.888 -5.381
102 H 0.347 -1.713 -2.985
103 N -2.758 -1.956 1.954
104 N -1.357 -1.702 1.882
105 H -2.927 -2.892 2.312
106 H -3.103 -1.943 1.000
107 H -0.821 -2.540 1.697
108 H -1.038 -1.300 2.754

- Frontier orbital gap (spin up / spin down): 6.4 / 6.3 eV
- E_LUMO (spin up / spin down): 1.809 / 1.715 eV
- Maximum force: 1.30 eV/A
- Total charge: -1
- Calculated total energy: -5420.42954 Ha
- Energy relative to the best compared isomer or geometry (same formula, charge and spin): 8.58 kJ/mol

2.
C43H50FeN7O3PSSe | ωB97M-V/def2-TZVPD

CARTESIAN COORDINATES (ANGSTROEM)
1 Fe -0.166 -0.280 -1.745
2 N 1.749 1.833 1.496
3 C 3.063 1.488 1.758
4 C 3.737 2.055 2.836
5 C 5.045 1.692 3.069
6 C 5.696 0.762 2.241
7 C 5.034 0.196 1.178
8 C 3.703 0.557 0.926
9 S 2.890 -0.189 -0.389
10 N 1.393 0.497 -0.412
11 C 1.009 1.394 0.468
12 C -0.340 1.973 0.274
13 C -0.742 3.168 0.847
14 C -2.000 3.666 0.524
15 C -2.795 2.947 -0.346
16 C -2.297 1.772 -0.894
17 N -1.090 1.291 -0.603
18 H 1.303 2.466 2.150
19 H 3.238 2.777 3.471
20 H 5.582 2.132 3.899
21 H 6.724 0.493 2.444
22 H 5.530 -0.523 0.537
23 H -0.089 3.751 1.484
24 H -2.331 4.611 0.933
25 H -3.780 3.294 -0.627
26 H -2.885 1.201 -1.604
27 O 1.191 7.424 -2.031
28 C 1.336 6.239 -1.438
29 O 1.689 6.145 -0.294
30 C 0.988 4.996 -2.209
31 C -0.229 4.843 -2.857
32 C -0.647 3.578 -3.263
33 C 0.173 2.485 -3.033
34 C 1.448 2.658 -2.498
35 C 1.848 3.908 -2.077
36 N -0.317 1.147 -3.172
37 C -0.929 0.789 -4.230
38 C -1.517 -0.546 -4.235
39 C -2.178 -1.054 -5.336
40 C -2.682 -2.348 -5.272
41 C -2.483 -3.070 -4.111
42 C -1.813 -2.480 -3.044
43 N -1.346 -1.232 -3.082
44 H 0.995 7.339 -2.974
45 H -0.900 5.687 -2.973
46 H -1.642 3.443 -3.671
47 H 2.092 1.799 -2.386
48 H 2.810 4.053 -1.602
49 H -1.040 1.443 -5.092
50 H -2.292 -0.450 -6.226
51 H -3.209 -2.779 -6.113
52 H -2.851 -4.081 -4.008
53 H -1.673 -3.039 -2.130
54 C -6.037 0.021 2.347
55 C -5.293 -1.244 1.931
56 C -3.851 -1.296 2.429
57 C -2.995 -0.196 1.816
58 N -1.589 -0.332 2.217
59 C -0.674 -1.122 1.632
60 Se -0.908 -1.958 -0.033
61 N 0.427 -1.155 2.417
62 C 1.561 -2.085 2.313
63 C 1.523 -3.141 3.416
64 C 0.360 -4.123 3.313
65 C 0.411 -5.005 2.069
66 C 0.224 -0.318 3.513
67 C 1.057 0.040 4.570
68 C 0.541 0.931 5.494
69 C -0.762 1.441 5.375
70 C -1.587 1.083 4.326
71 C -1.059 0.200 3.389
72 H -7.076 -0.013 2.021
73 H -5.598 0.925 1.917
74 H -6.040 0.134 3.434
75 H -5.302 -1.346 0.841
76 H -5.819 -2.117 2.318
77 H -3.400 -2.260 2.178
78 H -3.830 -1.204 3.519
79 H -3.317 0.795 2.135
80 H -3.034 -0.239 0.729
81 H 2.478 -1.496 2.383
82 H 1.509 -2.536 1.323
83 H 1.500 -2.637 4.385
84 H 2.469 -3.689 3.379
85 H -0.592 -3.581 3.366
86 H 0.382 -4.757 4.200
87 H 0.177 -4.453 1.158
88 H -0.304 -5.823 2.145
89 H 1.402 -5.451 1.954
90 H 2.050 -0.377 4.688
91 H 1.143 1.226 6.343
92 H -1.132 2.118 6.134
93 H -2.597 1.465 4.251
94 C 1.140 -2.573 -5.037
95 P 1.911 -2.310 -3.443
96 C 3.662 -2.108 -3.771
97 C 1.660 -3.812 -2.475
98 O 1.367 -1.085 -2.719
99 H 1.596 -3.433 -5.531
100 H 1.282 -1.693 -5.665
101 H 0.075 -2.770 -4.915
102 H 4.148 -3.080 -3.866
103 H 4.138 -1.549 -2.964
104 H 3.804 -1.558 -4.701
105 H 2.586 -4.375 -2.358
106 H 0.928 -4.463 -2.956
107 H 1.279 -3.536 -1.490

- Frontier orbital gap (spin up / spin down): 6.7 / 4.7 eV
- E_LUMO (spin up / spin down): -8.647 / -10.582 eV
- Expectation value of S²: 0.76
- Maximum force: 1.07 eV/A
- Total charge: +3
- Calculated total energy: -6681.58105 Ha
- Energy relative to the best compared isomer or geometry (same formula, charge and spin): 7.57 kJ/mol
- 2S+1: 2

3.
C43H50Ge2PW | ωB97M-V/def2-TZVPD

CARTESIAN COORDINATES (ANGSTROEM)
1 W 3.537 -11.464 15.252
2 C 4.688 -6.477 15.435
3 C 5.229 -7.887 15.305
4 Ge 3.734 -9.015 14.649
5 C 4.097 -8.607 12.658
6 C 3.639 -7.245 12.184
7 C 1.973 -8.127 14.942
8 C 0.842 -8.785 15.374
9 Ge 1.295 -10.580 16.055
10 C -0.157 -11.844 15.459
11 C -0.850 -11.468 14.117
12 C 1.200 -10.415 18.115
13 C -0.156 -10.390 18.812
14 C -0.579 -8.312 15.157
15 C -0.849 -7.184 14.370
16 C -2.057 -6.590 14.259
17 C -3.126 -7.067 15.035
18 C -2.883 -8.157 15.853
19 C -1.657 -8.866 15.831
20 H 5.493 -5.822 15.855
21 H 3.789 -6.478 16.069
22 H 4.425 -5.998 14.472
23 H 5.645 -8.185 16.309
24 H 6.030 -8.039 14.567
25 H 3.527 -9.401 12.161
26 H 5.188 -8.806 12.535
27 H 2.708 -6.931 12.705
28 H 3.300 -7.268 11.092
29 H 4.302 -6.419 12.298
30 H 1.773 -7.103 14.577
31 H -0.874 -11.893 16.313
32 H 0.304 -12.846 15.390
33 H -1.794 -10.973 14.134
34 H -0.850 -12.362 13.444
35 H -0.208 -10.769 13.632
36 H 1.820 -9.522 18.328
37 H 1.675 -11.353 18.447
38 H -0.470 -9.344 18.951
39 H -0.183 -10.943 19.700
40 H -0.998 -10.777 18.247
41 H -0.012 -6.757 13.772
42 H -2.271 -5.750 13.609
43 H -4.184 -6.689 14.994
44 H -3.681 -8.445 16.512
45 H -1.472 -9.786 16.428
46 C 6.747 -11.097 16.568
47 P 4.963 -11.646 17.038
48 C 4.928 -13.387 17.184
49 C 6.108 -14.155 17.372
50 C 6.005 -15.461 17.872
51 C 4.797 -16.095 18.112
52 C 3.652 -15.352 17.852
53 C 3.689 -14.097 17.282
54 C 4.542 -10.941 18.628
55 C 4.210 -11.763 19.770
56 C 3.750 -11.125 20.901
57 C 3.731 -9.756 21.083
58 C 4.235 -8.958 20.070
59 C 4.620 -9.542 18.884
60 H 7.282 -10.637 17.412
61 H 6.574 -10.300 15.823
62 H 7.317 -11.963 16.260
63 H 7.074 -13.744 17.061
64 H 6.965 -15.940 18.120
65 H 4.767 -17.057 18.629
66 H 2.704 -15.862 17.944
67 H 2.754 -13.642 16.932
68 H 4.110 -12.858 19.687
69 H 3.410 -11.789 21.728
70 H 3.318 -9.357 21.979
71 H 4.387 -7.918 20.099
72 H 4.956 -8.979 17.992
73 C 8.349 -13.607 12.389
74 C 7.615 -12.410 12.417
75 C 6.388 -12.301 13.118
76 C 5.770 -13.474 13.574
77 C 6.471 -14.739 13.492
78 C 7.711 -14.800 12.889
79 C 4.338 -13.486 14.004
80 C 3.457 -12.592 13.516
81 C 2.616 -12.680 12.365
82 C 1.945 -11.600 11.783
83 C 1.190 -11.731 10.618
84 C 1.035 -12.927 9.945
85 C 1.775 -14.001 10.418
86 C 2.442 -13.912 11.636
87 H 9.368 -13.535 11.983
88 H 7.910 -11.550 11.831
89 H 5.851 -11.342 13.093
90 H 5.937 -15.636 13.888
91 H 8.317 -15.740 13.038
92 H 4.026 -14.370 14.558
93 H 1.996 -10.667 12.344
94 H 0.704 -10.829 10.326
95 H 0.450 -13.024 9.056
96 H 1.804 -14.980 9.842
97 H 2.783 -14.857 12.019

- Frontier orbital gap (spin up / spin down): 3.6 / 3.4 eV
- E_LUMO (spin up / spin down): -11.247 / -11.484 eV
- Expectation value of S²: 2.11
- Maximum force: 4.45 eV/A
- Total charge: +3
- Calculated total energy: -6229.48744 Ha
- 2S+1: 3

4.
C43H51AsFN3PdSSe | ωB97M-V/def2-TZVPD

CARTESIAN COORDINATES (ANGSTROEM)
1 Pd 0.442 0.035 0.387
2 C -3.002 -2.984 3.401
3 C -1.681 -2.552 2.759
4 C -0.516 -2.762 3.734
5 C -1.393 -3.267 1.462
6 C -1.373 -4.659 1.466
7 C -1.057 -5.372 0.325
8 C -0.753 -4.684 -0.837
9 C -0.772 -3.293 -0.892
10 C -0.457 -2.674 -2.246
11 C 0.886 -1.948 -2.265
12 C -1.579 -1.794 -2.814
13 C -1.102 -2.565 0.273
14 N -1.224 -1.141 0.221
15 C -2.493 -0.617 0.055
16 C -3.628 -1.432 -0.179
17 C -4.902 -0.915 -0.359
18 C -5.135 0.452 -0.325
19 C -4.048 1.286 -0.103
20 C -2.792 0.750 0.065
21 F -1.786 1.641 0.316
22 H -3.259 -2.295 4.211
23 H -2.932 -3.990 3.829
24 H -3.819 -2.975 2.675
25 H -1.750 -1.493 2.541
26 H -0.380 -3.828 3.946
27 H -0.712 -2.248 4.682
28 H 0.418 -2.382 3.318
29 H -1.605 -5.190 2.385
30 H -1.056 -6.457 0.335
31 H -0.522 -5.240 -1.741
32 H -0.346 -3.522 -2.926
33 H 0.853 -1.055 -1.645
34 H 1.141 -1.613 -3.275
35 H 1.686 -2.587 -1.895
36 H -1.562 -0.800 -2.373
37 H -2.562 -2.229 -2.623
38 H -1.459 -1.694 -3.896
39 H -3.482 -2.504 -0.206
40 H -5.727 -1.599 -0.526
41 H -6.127 0.862 -0.462
42 H -4.161 2.363 -0.041
43 C 8.141 -0.229 1.360
44 C 6.706 0.148 1.074
45 C 5.790 -0.785 0.620
46 C 4.467 -0.447 0.325
47 C 3.588 -1.527 -0.251
48 C 4.043 0.873 0.508
49 Se 2.289 1.525 0.036
50 C 4.953 1.837 0.979
51 C 4.557 3.280 1.183
52 C 6.263 1.455 1.246
53 H 8.297 -1.303 1.256
54 H 8.429 0.060 2.373
55 H 8.821 0.278 0.672
56 H 6.112 -1.813 0.466
57 H 3.886 -2.509 0.120
58 H 3.673 -1.536 -1.342
59 H 2.536 -1.396 -0.026
60 H 3.590 3.362 1.678
61 H 4.465 3.799 0.224
62 H 5.307 3.800 1.779
63 H 6.961 2.207 1.607
64 N 2.552 -0.213 2.967
65 C 1.394 0.250 3.479
66 N 0.278 0.427 2.816
67 C -0.753 0.795 3.713
68 C -2.091 1.027 3.412
69 C -2.985 1.328 4.428
70 C -2.572 1.417 5.756
71 C -1.243 1.206 6.077
72 C -0.359 0.901 5.051
73 S 1.331 0.538 5.197
74 H 2.639 -0.134 1.972
75 H 3.403 -0.062 3.481
76 H -2.441 0.961 2.397
77 H -4.027 1.489 4.176
78 H -3.287 1.644 6.537
79 H -0.898 1.269 7.104
80 C 0.288 0.860 -4.044
81 As -0.143 1.553 -2.272
82 C 0.880 3.206 -2.429
83 C -1.963 2.305 -2.577
84 C -2.195 2.944 -3.916
85 C -2.020 4.315 -4.106
86 C -2.212 4.896 -5.355
87 C -2.588 4.114 -6.439
88 C -2.784 2.749 -6.260
89 C -2.590 2.174 -5.012
90 H 0.161 1.640 -4.796
91 H -0.339 0.006 -4.295
92 H 1.332 0.538 -4.029
93 H 0.497 3.791 -3.265
94 H 1.924 2.956 -2.607
95 H 0.817 3.783 -1.507
96 H -2.087 3.024 -1.767
97 H -2.665 1.490 -2.408
98 H -1.743 4.937 -3.261
99 H -2.074 5.963 -5.477
100 H -2.736 4.565 -7.412
101 H -3.091 2.132 -7.096
102 H -2.755 1.109 -4.878

- Frontier orbital gap (spin up / spin down): 5.6 / 5.6 eV
- E_LUMO (spin up / spin down): -1.412 / -1.411 eV
- Maximum force: 0.89 eV/A
- Total charge: 0
- Calculated total energy: -7096.57463 Ha
- Energy relative to the best compared isomer or geometry (same formula, charge and spin): 78.65 kJ/mol

Question: Which of these has the highest calculated total energy?
Answer: C43H50BrN4O8SiW

Question: Which of these has the lowest calculated total energy?
Answer: C43H51AsFN3PdSSe

Question: Look up the maximum force of the third one.
Answer: 4.45 eV/A

Question: calculated total energy of number 4 (C43H51AsFN3PdSSe)?
Answer: -7096.57463 Ha